A molecular structure, C44H102F18N10O18S6. Source: the Open Molecules 2025 dataset; level of theory: ωB97M-V/def2-TZVPD.

XYZ file:
```
198
Properties=species:S:1:pos:R:3:lowdin_charge:R:1
C 2.2753 5.9980 0.5262 0.051
N 2.0856 4.5479 0.0057 -0.309
C 0.9600 4.5909 -1.0752 0.000
C 3.3405 3.9833 -0.8113 0.058
C 1.7529 3.6484 1.2133 -0.059
C 1.5024 2.1510 0.8737 -0.145
O 0.5215 1.8960 -0.2116 -0.139
H 2.9497 6.0475 1.3811 0.117
H 1.2386 6.2759 0.7160 0.111
H 2.7136 6.5294 -0.3186 0.106
H 0.0534 4.6836 -0.4773 0.096
H 0.8517 3.6740 -1.6545 0.072
H 1.0981 5.3829 -1.8113 0.108
H 3.1574 2.9407 -1.0712 0.080
H 4.1479 4.1376 -0.0954 0.101
H 3.3535 4.7221 -1.6126 0.101
H 0.9795 4.0698 1.8556 0.148
H 2.6728 3.7544 1.7883 0.134
H 1.1731 1.5477 1.7197 0.128
H 2.4249 1.6658 0.5548 0.092
H 0.1885 1.0014 -0.1098 -0.043
C -1.6281 0.8163 -4.9512 0.031
N -2.5345 1.7315 -4.0810 -0.281
C -3.9887 1.1284 -3.9841 0.067
C -1.8801 1.9411 -2.7341 0.003
C -2.5440 3.1690 -4.7094 -0.063
C -3.7570 4.0653 -4.4629 -0.209
O -3.5573 4.6221 -3.1942 -0.089
H -1.6612 -0.1552 -4.4580 0.088
H -0.5734 1.0916 -4.9545 0.104
H -2.0682 0.7719 -5.9474 0.109
H -4.3344 0.8946 -4.9910 0.116
H -4.7032 1.8074 -3.5186 0.087
H -3.9450 0.1604 -3.4850 0.100
H -0.8670 2.3385 -2.7957 0.093
H -1.7558 0.9760 -2.2430 0.095
H -2.6821 2.4996 -2.2513 0.090
H -2.4455 3.0103 -5.7833 0.131
H -1.6461 3.7141 -4.4182 0.135
H -4.7457 3.6297 -4.3183 0.124
H -3.8049 4.9422 -5.1085 0.145
H -4.2382 5.2984 -3.1703 0.096
C 6.3721 -6.6604 -2.7668 0.042
N 4.9717 -6.3484 -3.3815 -0.373
C 5.1027 -6.3682 -4.8128 -0.010
C 4.0535 -7.5149 -2.9237 0.046
C 4.3847 -5.0748 -2.8771 -0.063
C 4.8898 -3.7226 -3.5760 -0.275
O 6.1792 -3.4615 -3.4200 -0.025
H 6.7783 -7.5916 -3.1617 0.115
H 6.2747 -6.8148 -1.6922 0.110
H 7.1057 -5.8687 -2.9187 0.103
H 5.9022 -5.6452 -4.9743 0.112
H 4.1911 -6.0262 -5.3028 0.128
H 5.4388 -7.3702 -5.0794 0.128
H 3.1191 -7.3228 -3.4509 0.112
H 3.8529 -7.5789 -1.8542 0.118
H 4.5800 -8.4136 -3.2452 0.114
H 4.6822 -5.1110 -1.8291 0.133
H 3.3093 -5.2378 -2.8057 0.137
H 4.3152 -2.9436 -3.0749 0.101
H 4.5118 -3.7863 -4.5964 0.126
H 6.4314 -2.7925 -4.0606 0.115
C -4.4994 -5.8192 -3.6785 0.023
N -4.1821 -4.7834 -2.5781 -0.320
C -5.0464 -3.5586 -2.5709 0.030
C -4.4530 -5.5555 -1.2629 0.022
C -2.6243 -4.5276 -2.5756 -0.044
C -2.0973 -3.6501 -3.7969 -0.210
O -2.7010 -4.0218 -5.0152 -0.069
H -3.6048 -6.3918 -3.9233 0.100
H -4.7101 -5.2191 -4.5637 0.095
H -5.2792 -6.4842 -3.3074 0.105
H -4.5623 -3.1167 -1.7000 0.090
H -6.0530 -3.9698 -2.4945 0.130
H -4.8707 -2.9534 -3.4603 0.102
H -3.6316 -6.2501 -1.0873 0.107
H -5.4410 -6.0123 -1.2056 0.116
H -4.3035 -4.8349 -0.4588 0.099
H -2.1626 -5.5123 -2.5032 0.125
H -2.3554 -3.9718 -1.6773 0.098
H -1.0205 -3.7881 -3.8945 0.112
H -2.1553 -2.5640 -3.7264 0.096
H -2.0149 -4.1282 -5.6781 0.099
C 4.0574 -2.7052 3.1208 0.003
N 3.2721 -2.9289 4.4252 -0.304
C 3.4632 -1.6301 5.2767 0.069
C 1.8025 -3.0709 4.0228 0.006
C 3.6184 -4.2033 5.2579 -0.070
C 5.0459 -4.3873 5.7462 -0.221
O 5.9793 -4.7642 4.7192 -0.062
H 3.5366 -1.9244 2.5666 0.080
H 4.1761 -3.5772 2.4776 0.108
H 5.0292 -2.3818 3.4935 0.087
H 4.5359 -1.4513 5.2041 0.097
H 3.1981 -1.8997 6.2990 0.116
H 2.8242 -0.8779 4.8140 0.109
H 1.1463 -2.9019 4.8766 0.110
H 1.5302 -4.0251 3.5718 0.117
H 1.5900 -2.3067 3.2752 0.080
H 3.3907 -5.1786 4.8277 0.144
H 2.9117 -3.9718 6.0548 0.136
H 5.0658 -5.1831 6.4907 0.135
H 5.3825 -3.5498 6.3573 0.121
H 6.8848 -4.7812 5.0375 0.098
C 5.8689 0.1895 -2.2556 0.032
N 7.2013 0.1744 -1.3897 -0.289
C 7.3435 1.4934 -0.6390 0.016
C 6.8827 -0.9454 -0.3107 0.035
C 8.4383 -0.2445 -2.1965 -0.070
C 9.8163 -0.2753 -1.4449 -0.208
O 10.3263 0.9919 -1.0960 -0.041
H 6.0208 0.7119 -3.2001 0.107
H 5.0997 0.6983 -1.6745 0.079
H 5.6871 -0.8325 -2.5881 0.078
H 7.6132 2.2564 -1.3693 0.120
H 8.0792 1.3606 0.1542 0.106
H 6.4410 1.8200 -0.1222 0.098
H 5.8787 -0.7795 0.0800 0.099
H 7.5466 -0.7475 0.5309 0.098
H 7.1092 -1.9499 -0.6681 0.104
H 8.4141 0.4520 -3.0346 0.137
H 8.2118 -1.1981 -2.6733 0.123
H 10.4925 -0.6066 -2.2330 0.134
H 9.8369 -0.9815 -0.6148 0.127
H 11.1107 0.7992 -0.5771 0.111
C -6.8852 8.6452 2.4996 -0.070
C -6.1641 7.3089 2.4263 -0.233
C -5.4139 6.9744 1.1173 -0.080
N -5.0243 5.4977 1.0728 -0.226
C -6.2255 4.5934 0.8768 0.041
C -4.0837 5.1484 -0.1152 -0.104
C -3.3944 3.8579 0.2301 -0.172
C -3.5499 3.7177 1.7406 -0.155
C -4.2840 4.9143 2.2667 -0.092
H -7.4250 8.9383 1.5991 0.083
H -6.0879 9.3409 2.7612 0.085
H -7.6175 8.5017 3.2941 0.089
H -6.8434 6.5172 2.7423 0.104
H -5.4095 7.2155 3.2073 0.113
H -4.4047 7.3802 1.0466 0.130
H -5.9803 7.1401 0.2009 0.138
H -5.9369 3.5476 0.9821 0.100
H -6.5726 4.6890 -0.1521 0.110
H -7.0477 4.8270 1.5532 0.115
H -4.6477 5.0230 -1.0394 0.101
H -3.3076 5.8803 -0.3389 0.133
H -3.8806 3.0168 -0.2641 0.098
H -2.3531 3.7722 -0.0806 0.099
H -4.0944 2.7960 1.9456 0.116
H -2.6228 3.7175 2.3139 0.119
H -4.8666 4.5255 3.1019 0.161
H -3.5141 5.6243 2.5685 0.145
C -6.9509 -0.0698 -1.4090 -0.540
F -8.1239 -0.5861 -1.9546 0.092
F -5.8899 -0.8755 -1.7431 0.064
F -6.7484 1.1484 -1.9119 0.104
S -7.1094 0.0319 0.5856 0.703
O -5.9033 0.6051 1.1504 -0.335
O -8.2757 0.8383 0.8555 -0.291
N -7.4358 -1.7218 0.8652 -0.286
S -6.3024 -2.2047 1.7613 0.554
O -5.0073 -2.4596 1.0550 -0.379
O -6.2964 -1.5088 3.0563 -0.309
C -6.9048 -3.9811 2.2661 -0.637
F -7.0908 -4.8913 1.2658 0.086
F -5.9211 -4.5036 3.0219 0.112
F -8.0145 -3.9005 2.9466 0.171
C -0.7419 4.2796 8.9100 -0.574
F 0.4832 4.3529 9.3988 0.149
F -1.3926 3.2158 9.4312 0.102
F -1.4853 5.4119 9.1807 0.113
S -0.5833 3.8858 6.9944 0.708
O -1.6326 4.6378 6.3463 -0.326
O 0.7914 4.4715 6.7742 -0.356
N -0.7690 2.2040 6.8586 -0.288
S -0.3455 1.9580 5.4292 0.505
O -1.3032 2.3622 4.4069 -0.337
O 1.0855 2.2162 5.2365 -0.358
C -0.5307 0.0343 5.4446 -0.703
F -0.0659 -0.4627 4.3145 0.108
F 0.1518 -0.5106 6.3659 0.182
F -1.8605 -0.2285 5.6351 0.121
C 1.8434 -0.7044 -2.0826 -0.602
F 0.9912 0.2408 -2.4971 0.127
F 2.1849 -1.5614 -3.0786 0.100
F 2.9676 -0.2704 -1.5947 0.132
S 0.9422 -1.8133 -0.6386 0.739
O 0.4384 -3.0027 -1.3474 -0.306
O 1.9222 -2.0818 0.4025 -0.325
N -0.0892 -0.5757 0.0144 -0.313
S -1.2577 -1.3619 0.4791 0.554
O -2.0664 -1.8698 -0.6532 -0.337
O -1.0608 -2.3484 1.5901 -0.282
C -2.2224 -0.0034 1.2972 -0.620
F -1.4380 0.4992 2.1846 0.165
F -2.6582 0.9736 0.4561 0.111
F -3.3045 -0.6011 1.9186 0.116
```

Properties
- energy above the lowest of the compared OMol25 structures with the same formula, charge and spin (kcal/mol) = 0.0
- Kohn-Sham gap (hartree) = 0.2150
- HOMO energy (eV) = -13.86
- E (a.u.) = -7824.43374
- total charge = +4


C11H9N3O in the gas phase. Source: the Open Molecules 2025 dataset; level of theory: ωB97M-V/def2-TZVPD.

XYZ file:
```
24
Properties=species:S:1:pos:R:3:nbo_charge:R:1
O -1.0604 0.8830 4.7786 -0.565
N -0.2096 -1.0591 4.3357 -0.243
N -0.0931 -2.0945 3.5804 -0.089
C -0.7304 0.1221 3.9397 0.685
C -0.0417 -1.2785 -1.8833 -0.094
C -1.4877 0.6495 -0.3329 -0.082
C -0.1052 -3.0368 1.2615 -0.204
C -0.4395 -1.9884 2.2601 -0.019
C -0.0626 -2.7607 -0.0791 -0.175
C -0.8724 -0.7472 1.7373 0.304
C -0.3580 -1.5089 -0.5763 -0.124
C -0.9065 -0.5347 0.3028 -0.118
N -1.0918 0.2822 2.6012 -0.563
C -0.0742 0.1473 -2.4857 -0.433
C -1.2384 1.0208 -1.8720 -0.441
H 0.4026 -2.0207 -2.4577 0.200
H -1.9626 1.3685 0.4236 0.190
H 0.1765 -4.0622 1.5912 0.237
H 0.3200 -3.5264 -0.8625 0.220
H -1.4085 1.1920 2.2645 0.424
H 0.8882 0.6778 -2.2839 0.214
H -0.1534 0.0653 -3.5523 0.220
H -1.0503 2.0727 -1.9614 0.229
H -2.0166 0.8577 -2.5973 0.227
```

Properties
- energy above the lowest of the compared OMol25 structures with the same formula, charge and spin (kcal/mol) = 112.4
- Kohn-Sham gap (hartree) = 0.2320
- structure (SMILES) = O=c1nnc2ccc3c(c2[nH]1)=CCCC=3
- HOMO energy (eV) = -7.74
- E (a.u.) = -663.96058